1.
C4H12N2S2 | wB97M-V/def2-TZVPD

```
! RIJCOSX wB97M-V def2-TZVPD def2/J DEFGRID3
* xyz -1 2
N -2.1574 -1.8000 -1.2170
C -1.4635 -1.3672 -0.0102
C -2.1298 -0.2144 0.7489
S -2.4663 1.2319 -0.3180
S 2.3084 -1.2395 -0.5299
C 1.8629 -0.0034 0.6654
C 1.2651 1.2980 0.2580
N 2.2062 2.1871 -0.4775
H -2.4855 -0.9432 -1.6683
H -3.0022 -2.3041 -0.9669
H -0.4605 -1.0495 -0.2958
H -1.3377 -2.2386 0.6478
H -1.4574 0.0802 1.5616
H -3.0685 -0.5780 1.1917
H 2.4330 -0.0797 1.5826
H 3.0900 -0.4728 -1.3139
H 0.3606 1.1394 -0.3440
H 0.9169 1.8163 1.1530
H 3.0014 1.6609 -0.8278
H 2.5841 2.8767 0.1600
*
```

Summary:
Relative energy (zero: lowest compared OMol25 entry of this formula, charge and spin)   74.4 kJ/mol
LUMO (alpha / beta)   2.92 / 2.51 eV
Electronic energy   -1065.4426 Ha

2.
C4H12N2S2 | wB97M-V/def2-TZVPD

```
! RIJCOSX wB97M-V def2-TZVPD def2/J DEFGRID3
* xyz 0 1
C 1.6790 -1.1529 -0.3976
C 0.9326 -0.0223 -1.0886
S 2.1279 1.2004 -1.7734
C 0.0339 0.7291 -0.1114
S -0.9284 2.0334 -1.1023
N -0.8180 -0.1452 0.6198
C -1.4730 0.4722 1.7570
N -1.7746 -0.8500 -0.1447
H 2.3417 -0.7481 0.3640
H 0.9769 -1.8294 0.0839
H 2.2732 -1.7118 -1.1178
H 0.3450 -0.3915 -1.9347
H 2.8435 0.3069 -2.4512
H 0.6535 1.2897 0.5902
H -0.8828 2.9704 -0.1643
H -2.0439 -0.3018 2.2628
H -0.7171 0.8676 2.4323
H -2.1555 1.2769 1.4569
H -2.2786 -0.2115 -0.7687
H -1.3053 -1.5497 -0.7105
*
```

Summary:
Relative energy (zero: lowest compared OMol25 entry of this formula, charge and spin)   97.7 kJ/mol
LUMO   0.77 eV
Electronic energy   -1065.4488 Ha

3.
C4H12N2S2 | wB97M-V/def2-TZVPD

```
! RIJCOSX wB97M-V def2-TZVPD def2/J DEFGRID3
* xyz 0 1
C -0.4013 1.8663 -2.3725
N 0.2993 1.3853 -1.1942
C 0.3761 -0.0595 -1.0943
C 0.6126 -0.5687 0.3363
N 0.6029 -2.0165 0.2928
C -0.3942 0.0505 1.3115
S 0.1433 0.1726 2.9999
S -0.2390 -1.6870 3.7941
H -1.4844 1.8525 -2.2203
H -0.1130 2.8917 -2.5887
H -0.1985 1.2778 -3.2756
H 1.2210 1.8010 -1.1539
H 1.1861 -0.4981 -1.6846
H -0.5490 -0.5014 -1.4895
H 1.6153 -0.2491 0.6094
H -0.3344 -2.3928 0.2415
H 1.0857 -2.4474 1.0689
H -1.3442 -0.4773 1.2021
H -0.6040 1.0600 0.9621
H -1.4803 -1.4600 4.2551
*
```

Summary:
Relative energy (zero: lowest compared OMol25 entry of this formula, charge and spin)   20.1 kJ/mol
LUMO   0.60 eV
Electronic energy   -1065.4783 Ha

4.
C4H12N3 | wB97M-V/def2-TZVPD

```
! RIJCOSX wB97M-V def2-TZVPD def2/J DEFGRID3
* xyz 0 2
C -1.1770 -1.1595 0.6359
C -0.3538 0.0751 1.1126
C 0.5439 0.6107 0.0569
C 0.1630 0.9141 -1.2251
N 1.2419 1.1169 -2.1548
N 1.9246 0.2408 0.2937
N -2.1670 -1.6929 1.5913
H -1.7664 -0.8433 -0.2332
H -0.4581 -1.9404 0.3285
H -1.1073 0.8260 1.4398
H 0.1422 -0.2305 2.0079
H -0.8315 1.1895 -1.6192
H 0.9768 0.9212 -3.1142
H 2.0637 0.5925 -1.8682
H 1.6469 2.1606 -2.2163
H 2.4911 0.6999 0.9856
H 2.0180 -0.7605 0.4537
H -2.2478 -1.0120 2.3432
H -3.1031 -1.7081 1.1820
*
```

Summary:
Relative energy (zero: lowest compared OMol25 entry of this formula, charge and spin)   225.4 kJ/mol
LUMO (alpha / beta)   0.96 / 0.69 eV
Electronic energy   -323.7143 Ha

5.
C4H12N3 | wB97M-V/def2-TZVPD

```
! RIJCOSX wB97M-V def2-TZVPD def2/J DEFGRID3
* xyz 1 1
C 1.5010 -3.2574 0.3467
C 1.2624 -1.8422 0.5851
N 0.4218 -1.1595 -0.1305
N -0.0610 0.0850 0.1892
C -1.4363 0.9030 -0.1075
N -1.3477 2.3338 0.0131
C -0.5622 3.1912 -0.8013
H 2.4602 -3.3725 0.0289
H 1.4851 -3.9359 1.2403
H 0.7490 -3.8358 -0.2828
H 1.6001 -1.4990 1.5961
H 0.0334 -1.4243 -1.0206
H 0.1087 0.0821 1.1853
H -1.7190 0.8061 -1.2265
H -2.2169 0.3437 0.5137
H -1.3461 2.4380 1.0165
H 0.2228 2.5449 -1.3736
H -1.1271 3.7834 -1.6072
H -0.0282 3.8152 -0.1647
*
```

Summary:
Relative energy (zero: lowest compared OMol25 entry of this formula, charge and spin)   466.0 kJ/mol
LUMO   -4.30 eV
Electronic energy   -323.5008 Ha

6.
C4H12N3 | wB97M-V/def2-TZVPD

```
! RIJCOSX wB97M-V def2-TZVPD def2/J DEFGRID3
* xyz 1 1
C -0.1563 -0.6436 -0.8814
C 0.4213 0.0676 0.2700
C 1.7675 -0.3104 0.8060
N -1.6800 1.7607 -0.1408
C -2.7055 2.6516 0.1380
N 1.7522 -1.7653 1.2431
N 0.6965 -1.6240 -1.4738
H -0.4976 0.0860 -1.7049
H -1.1172 -1.2401 -0.5631
H 0.7577 1.1551 -0.1232
H -0.2545 0.1211 1.1331
H 2.3351 -0.2515 -0.0733
H 2.1920 0.3630 1.4871
H 0.4562 -1.9302 -2.4164
H -2.7016 1.2081 0.1415
H -3.6765 2.8313 -0.3450
H 1.4598 -2.4476 0.4264
H -2.9346 3.0243 1.1243
H 2.6379 -2.1103 1.5184
*
```

Summary:
Relative energy (zero: lowest compared OMol25 entry of this formula, charge and spin)   1129.1 kJ/mol
LUMO   -8.32 eV
Electronic energy   -323.2482 Ha

7.
C4H12N3 | wB97M-V/def2-TZVPD

```
! RIJCOSX wB97M-V def2-TZVPD def2/J DEFGRID3
* xyz 1 1
C 0.7107 1.4029 1.0689
N 0.4510 0.5455 -0.0750
C -0.0711 1.2754 -1.2258
N -0.3159 -0.5748 0.2414
C -1.6326 -0.5355 0.8367
C 0.2277 -1.8035 -0.2634
N 1.3849 -1.7988 -0.8509
H -0.1769 1.9329 1.4293
H 1.1300 0.8064 1.8771
H 1.4477 2.1415 0.7624
H -0.3383 0.5695 -2.0115
H -0.9445 1.8912 -0.9863
H 0.7196 1.9267 -1.5968
H -1.9457 0.5025 0.9356
H -2.3600 -1.0561 0.2137
H -1.6283 -0.9863 1.8315
H -0.3554 -2.6971 -0.1037
H 1.8311 -2.6399 -1.1827
H 1.8661 -0.9025 -0.9006
*
```

Summary:
Relative energy (zero: lowest compared OMol25 entry of this formula, charge and spin)   210.1 kJ/mol
LUMO   -3.74 eV
Electronic energy   -323.5982 Ha

8.
C4H12N3 | wB97M-V/def2-TZVPD

```
! RIJCOSX wB97M-V def2-TZVPD def2/J DEFGRID3
* xyz 1 1
C -0.8041 -0.3998 2.3490
C -0.2779 -1.2107 1.2325
C 0.9928 -0.6846 0.5416
N 0.6327 0.6618 -0.1540
C 0.1940 0.7236 -1.4481
N 0.3422 -0.2907 -2.3684
N -0.3872 1.9072 -1.8748
H -0.0870 0.2265 2.7672
H -1.4819 -0.7800 2.9962
H -1.5420 0.3601 1.9108
H -0.0796 -2.2328 1.6510
H -1.0579 -1.2410 0.5088
H 1.9195 -0.3769 1.2499
H 1.3100 -1.4114 -0.2459
H 0.2220 1.2943 0.4668
H 0.9159 -1.2153 -2.2191
H 0.4461 0.0430 -3.2693
H -0.8343 1.9581 -2.7569
H -0.4232 2.6686 -1.3372
*
```

Summary:
Relative energy (zero: lowest compared OMol25 entry of this formula, charge and spin)   148.7 kJ/mol
LUMO   -3.07 eV
Electronic energy   -323.6216 Ha